Entry from OMol25: 5 unconnected molecules or ions with the total composition C27H52BBrIN3O15P at a distorted geometry (ωB97M-V/def2-TZVPD).

Calculated values
Molar mass ... 907.3 g mol⁻¹
E_HOMO ... -12.1 eV
Kohn-Sham gap ... 6.8520 eV

ORCA input file:
```
! RIJCOSX wB97M-V def2-TZVPD def2/J DEFGRID3
* xyz 1 1
N -0.71 -3.08 -1.83
B 0.18 -1.85 -1.96
O 1.53 -2.08 -2.36
C -0.48 -0.42 -1.59
C -1.40 -0.34 -0.32
C -1.98 1.11 -0.04
P -3.07 1.35 1.52
O -4.68 1.49 0.97
Br -2.80 -0.50 2.85
N -1.75 2.23 -0.86
N -0.96 2.07 -1.92
C -0.80 3.35 -2.73
C 0.25 4.37 -2.06
C -0.50 5.54 -1.20
C -0.54 5.18 0.38
O -1.86 5.42 0.95
C -0.27 0.92 -2.40
C 0.69 0.84 -3.66
C -0.09 0.61 -5.07
C -1.69 0.49 -4.90
I -2.58 0.64 -6.92
H -0.51 -3.42 -0.86
H -1.70 -2.74 -1.75
H 1.78 -2.96 -1.98
H -1.63 -1.24 0.34
H -4.65 1.12 0.04
H -1.82 3.87 -2.67
H -0.63 3.15 -3.84
H 0.96 3.81 -1.37
H 0.91 4.90 -2.84
H -1.61 5.65 -1.51
H -0.04 6.58 -1.39
H 0.18 5.88 0.91
H -0.23 4.11 0.62
H -2.51 4.77 0.60
H 1.56 0.10 -3.56
H 1.18 1.88 -3.76
H 0.39 -0.25 -5.64
H 0.08 1.55 -5.73
H -1.94 -0.54 -4.48
H -2.15 1.36 -4.32
C 0.49 -0.37 -10.01
C 0.57 -1.27 -8.79
O 0.64 -2.65 -9.16
C 1.83 -3.07 -9.63
O 2.82 -2.39 -9.75
O 1.71 -4.36 -9.96
C 2.88 -4.91 -10.57
H -0.34 -0.67 -10.65
H 0.36 0.67 -9.71
H 1.40 -0.44 -10.61
H -0.33 -1.15 -8.19
H 1.42 -1.00 -8.14
H 3.77 -4.75 -9.95
H 3.02 -4.47 -11.56
H 2.73 -5.98 -10.69
C 1.73 1.72 2.94
C 1.29 2.86 3.83
O 2.28 3.15 4.83
C 3.36 3.81 4.40
O 3.57 4.18 3.27
O 4.20 3.96 5.44
C 5.45 4.56 5.09
H 1.98 0.84 3.54
H 0.93 1.45 2.24
H 2.62 1.98 2.37
H 0.38 2.58 4.37
H 1.06 3.76 3.25
H 5.30 5.51 4.57
H 6.03 3.87 4.48
H 5.99 4.75 6.02
C -8.08 -5.80 4.72
C -6.93 -6.50 4.04
O -6.50 -5.79 2.87
C -5.78 -4.68 3.09
O -5.46 -4.25 4.17
O -5.50 -4.12 1.90
C -4.82 -2.87 2.01
H -8.90 -5.63 4.02
H -8.45 -6.38 5.56
H -7.78 -4.81 5.10
H -7.25 -7.49 3.70
H -6.08 -6.65 4.72
H -3.92 -2.96 2.62
H -5.49 -2.12 2.42
H -4.52 -2.56 1.00
C 3.60 1.93 7.85
C 4.62 1.40 6.86
O 5.18 0.15 7.30
C 4.38 -0.92 7.16
O 3.27 -0.92 6.69
O 5.03 -1.99 7.65
C 4.25 -3.18 7.65
H 4.04 1.99 8.85
H 3.25 2.91 7.55
H 2.74 1.26 7.93
H 5.45 2.10 6.79
H 4.20 1.30 5.86
H 3.85 -3.40 6.66
H 3.45 -3.10 8.38
H 4.91 -4.01 7.94
*
```

---

Entry from OMol25: a molecular structure, C27H52BrGeKN3O9P (ωB97M-V/def2-TZVPD).

Calculated values
Expectation value of S² ... 0.76
Molar mass ... 785.3 g mol⁻¹
E_HOMO (spin up / spin down) ... -4.7 / -4.7 eV
Kohn-Sham gap (spin up / spin down) ... 6.6966 / 6.2691 eV
Energy relative to the best compared isomer or geometry (same formula, charge and spin) ... 0.7646 eV

ORCA input file:
```
! RIJCOSX wB97M-V def2-TZVPD def2/J DEFGRID3
* xyz -1 2
K 0.20 1.30 0.63
N 1.56 0.02 -1.38
C 2.66 0.46 -2.23
C 3.19 1.83 -1.83
O 4.40 2.00 -1.72
N 2.25 2.83 -1.76
C 2.60 3.91 -0.97
C 2.09 3.66 0.59
O 1.45 4.59 1.06
O 2.41 2.55 1.02
H 1.26 -0.91 -1.64
H 1.94 -0.09 -0.44
H 3.51 -0.22 -2.24
H 2.27 0.56 -3.25
H 3.68 4.04 -0.84
H 2.09 4.82 -1.28
C -0.64 1.19 5.53
C 0.02 1.81 4.30
C -0.01 3.34 4.42
C 1.47 1.35 4.18
O -0.67 1.49 3.11
Ge -1.85 0.06 2.78
O -2.22 0.77 1.07
C -2.97 1.95 0.89
C -3.95 2.17 2.05
C -3.76 1.77 -0.41
C -2.08 3.20 0.78
O -0.46 -0.98 2.02
C -0.15 -2.32 2.36
C 1.31 -2.36 2.83
C -0.29 -3.16 1.09
C -1.04 -2.91 3.45
H -0.13 1.52 6.43
H -1.69 1.49 5.59
H -0.60 0.10 5.49
H 0.56 3.69 5.28
H 0.42 3.78 3.52
H -1.04 3.69 4.52
H 2.04 1.58 5.08
H 1.50 0.27 4.02
H 1.94 1.84 3.33
H -4.59 1.30 2.18
H -3.41 2.35 2.98
H -4.58 3.05 1.85
H -4.30 0.82 -0.38
H -4.48 2.58 -0.56
H -3.07 1.75 -1.26
H -1.54 3.36 1.71
H -1.36 3.15 -0.04
H -2.70 4.07 0.56
H 1.94 -1.86 2.11
H 1.41 -1.86 3.79
H 1.66 -3.39 2.95
H 0.30 -2.72 0.29
H 0.05 -4.19 1.25
H -1.33 -3.19 0.79
H -0.98 -2.32 4.37
H -2.08 -2.94 3.15
H -0.70 -3.92 3.67
Br 5.86 -5.83 1.74
C 4.84 -4.42 1.00
C 5.06 -3.11 1.39
C 4.28 -2.12 0.82
N 3.34 -2.36 -0.09
C 3.14 -3.62 -0.46
C 3.86 -4.69 0.05
H 5.81 -2.86 2.13
H 4.42 -1.08 1.10
H 2.37 -3.79 -1.19
H 3.66 -5.70 -0.28
C -2.73 1.82 -5.64
C -3.39 1.09 -4.49
O -2.69 -0.09 -4.08
P -1.31 0.21 -3.19
O -0.12 0.15 -4.30
C 0.03 -0.98 -5.16
C 0.81 -0.53 -6.38
O -1.16 -1.31 -2.64
C -2.07 -1.65 -1.56
C -2.43 -3.10 -1.72
H -3.34 2.67 -5.93
H -2.61 1.16 -6.50
H -1.74 2.20 -5.36
H -4.38 0.74 -4.79
H -3.52 1.75 -3.63
H -0.96 -1.36 -5.45
H 0.55 -1.77 -4.62
H 0.28 0.25 -6.92
H 0.97 -1.38 -7.06
H 1.79 -0.15 -6.09
H -2.97 -1.03 -1.63
H -1.59 -1.42 -0.61
H -2.88 -3.27 -2.70
H -3.14 -3.41 -0.95
H -1.54 -3.74 -1.63
*
```

---

Entry from OMol25: 2 unconnected molecules or ions with the total composition C27H52ClF3N3O6PS (ωB97M-V/def2-TZVPD).

Calculated values
SMILES ... [H]/N=C(/C)C[C@@]1(P(O)O)[C@@H](Cl)S(=O)(=O)OC[C@@]1(CCCCCCCCCCCCCCCCCC)C(F)(F)F.NC(N)=O
Molar mass ... 670.2 g mol⁻¹
E_HOMO ... -9.3 eV
Kohn-Sham gap ... 9.6929 eV

ORCA input file:
```
! RIJCOSX wB97M-V def2-TZVPD def2/J DEFGRID3
* xyz 0 1
C -1.36 -0.64 -12.66
C -0.48 -1.52 -11.78
C -1.28 -2.58 -11.00
C -1.71 -2.13 -9.59
C -1.22 -3.05 -8.45
C -2.24 -3.26 -7.31
C -1.66 -3.10 -5.89
C -1.88 -1.71 -5.26
C -2.45 -1.75 -3.84
C -2.01 -0.59 -2.93
C -1.76 -1.04 -1.49
C -1.54 0.12 -0.51
C -2.00 -0.20 0.93
C -0.96 0.22 1.98
C -0.86 1.75 2.15
C -0.65 2.23 3.60
C 0.53 3.23 3.79
C 1.48 2.92 4.97
C 2.83 2.21 4.65
C 2.61 1.05 3.66
F 3.66 0.24 3.60
F 2.42 1.49 2.42
F 1.56 0.30 3.96
C 3.64 3.29 3.94
O 4.86 2.77 3.35
S 5.97 2.52 4.43
O 6.31 3.76 5.08
O 6.99 1.75 3.78
C 5.16 1.55 5.76
Cl 5.74 -0.12 5.62
C 3.60 1.70 5.96
C 2.91 0.41 6.48
C 3.12 -0.09 7.91
C 4.47 -0.20 8.56
N 2.13 -0.51 8.59
P 3.60 2.87 7.49
O 3.83 4.36 6.84
O 2.01 2.89 7.82
H -2.17 -0.19 -12.08
H -1.82 -1.24 -13.45
H -0.78 0.17 -13.11
H 0.11 -0.90 -11.09
H 0.25 -2.03 -12.43
H -0.70 -3.51 -10.96
H -2.18 -2.79 -11.59
H -2.80 -2.08 -9.54
H -1.31 -1.13 -9.41
H -0.94 -4.02 -8.87
H -0.31 -2.63 -8.01
H -3.05 -2.54 -7.44
H -2.69 -4.25 -7.40
H -0.59 -3.31 -5.93
H -2.12 -3.85 -5.24
H -0.93 -1.16 -5.26
H -2.56 -1.14 -5.90
H -2.18 -2.69 -3.35
H -3.54 -1.73 -3.90
H -2.77 0.19 -2.90
H -1.08 -0.15 -3.32
H -2.62 -1.62 -1.14
H -0.87 -1.68 -1.46
H -0.47 0.35 -0.48
H -2.06 1.01 -0.86
H -2.92 0.35 1.16
H -2.21 -1.26 1.04
H 0.02 -0.18 1.70
H -1.23 -0.22 2.94
H -1.81 2.16 1.79
H -0.09 2.17 1.49
H -1.56 2.73 3.92
H -0.51 1.38 4.26
H 0.07 4.19 4.04
H 1.05 3.39 2.85
H 0.92 2.33 5.70
H 1.76 3.87 5.41
H 3.91 4.08 4.63
H 3.08 3.74 3.13
H 5.65 1.95 6.64
H 3.07 -0.40 5.78
H 1.84 0.64 6.44
H 4.31 -0.28 9.64
H 5.13 0.65 8.36
H 4.97 -1.11 8.23
H 1.26 -0.42 8.07
H 4.78 4.51 6.70
H 1.87 3.34 8.67
C -5.76 -1.61 1.79
O -5.04 -0.74 1.32
N -5.36 -2.91 1.89
N -7.02 -1.35 2.26
H -5.93 -3.64 2.27
H -4.44 -3.13 1.56
H -7.34 -0.40 2.20
H -7.62 -2.05 2.65
*
```

---

E_tot for the records above, in order: -152125.135; -203918.789; -86397.899 eV